No. 1
Density functional theory data (ωB97M-V/def2-TZVPD) for a cluster of 2 separate species, C4H9NO2 in total.

Computed properties:
**E**: -9876.1996 eV
**LUMO energy**: 0.90 eV
**Energy relative to the best compared isomer or geometry (same formula, charge and spin)**: 3.861 eV
**HOMO level**: -0.308 hartree

Structure (ORCA input):
```
! wB97M-V def2-TZVPD RIJCOSX def2/J DEFGRID3
* xyz 0 1
C -2.352 0.019 0.184
C 1.850 -0.684 -0.687
C 2.134 1.447 0.716
C 1.599 0.309 0.382
N -2.553 -0.168 -1.141
O -3.009 -0.968 0.740
O 0.450 -0.032 1.086
H 1.236 -0.371 -1.535
H 2.937 -0.825 -0.885
H 1.417 -1.750 -0.510
H 1.481 1.986 1.432
H 3.021 1.862 0.202
H -3.065 -1.101 1.685
H -2.301 0.570 -1.792
H -3.079 -0.972 -1.568
H 0.235 0.678 1.691
*
```

---

No. 2
Density functional theory data (ωB97M-V/def2-TZVPD) for the molecule C4H9NO2.

Computed properties:
**E**: -9877.5774 eV
**SMILES string**: CC[C@H](N)C(=O)O
**LUMO energy**: 0.52 eV
**Energy relative to the best compared isomer or geometry (same formula, charge and spin)**: 2.483 eV
**HOMO level**: -0.367 hartree

Structure (ORCA input):
```
! wB97M-V def2-TZVPD RIJCOSX def2/J DEFGRID3
* xyz 0 1
O 2.101 -0.547 1.644
C 1.924 -0.289 0.430
O 2.855 -0.219 -0.579
C 0.566 0.189 -0.200
C -0.577 -0.019 0.860
C -2.122 0.451 0.598
N 0.209 -0.377 -1.625
H 2.205 -0.069 -1.319
H 0.614 1.339 -0.330
H -0.246 0.550 1.734
H -0.609 -1.039 0.967
H -2.906 -0.025 1.267
H -2.274 1.525 0.965
H -2.506 0.386 -0.505
H -0.194 -1.365 -1.592
H 0.960 -0.491 -2.313
*
```

---

The calculation returns the following Kohn-Sham gap values, one per record and in order: 9.28; 10.51 eV.
The calculation returns the following max |F| values, one per record and in order: 3.0; 4.9 eV/A.